[1]
Computed, not measured: C13H23BrIN5O2Pt as an isolated structure, with ωB97M-V/def2-TZVPD.

Results
- Molecular weight: 683.25 g mol⁻¹
- Kohn-Sham gap (alpha / beta): 0.2383 / 0.2384 hartree
- HOMO level (alpha / beta): -14.531 / -14.530 eV
- Spin multiplicity: 1
- Charge: +2
- Energy relative to the best compared isomer or geometry (same formula, charge and spin): 42.44 kcal per mole

Each line ends with the Mulliken charge.
Atoms and positions in Å:
1 Pt 0.625 -1.100 -1.316  0.616
2 N -3.339 -0.515 -1.752  -0.660
3 C -3.760 -0.258 -0.352  0.326
4 C -3.363 1.160 0.057  -1.369
5 C -1.853 1.361 0.082  -0.044
6 N -1.349 1.377 -1.352  0.023
7 C -1.158 0.309 0.951  -1.056
8 C -1.624 -1.160 0.839  0.415
9 N -0.860 -2.022 -0.159  -0.375
10 C -3.139 -1.273 0.606  -1.751
11 H -3.961 -0.025 -2.391  0.261
12 H -3.457 -1.497 -1.980  0.223
13 H -1.849 0.596 -1.852  0.386
14 H -4.845 -0.344 -0.254  0.394
15 H -3.733 1.340 1.068  0.484
16 H -3.844 1.908 -0.579  0.461
17 H -1.614 2.348 0.475  0.465
18 H -0.328 1.287 -1.424  0.123
19 H -1.590 2.260 -1.809  0.441
20 H -1.372 0.608 1.979  0.430
21 H -0.072 0.381 0.857  0.271
22 H -1.419 -1.614 1.807  0.338
23 H -1.530 -2.476 -0.772  0.386
24 H -0.415 -2.784 0.347  0.444
25 H -3.632 -1.143 1.572  0.477
26 H -3.389 -2.292 0.295  0.513
27 N 1.462 -2.422 -2.997  -0.546
28 N 2.621 -1.729 -3.431  -0.140
29 C 2.804 -0.414 -2.985  0.550
30 O 3.815 0.192 -3.151  -0.493
31 O 1.699 0.092 -2.413  -0.722
32 H 1.696 -3.377 -2.748  0.291
33 H 0.793 -2.454 -3.760  0.332
34 H 3.461 -2.279 -3.535  0.267
35 Br 1.383 -1.004 3.682  -0.096
36 C 2.446 0.398 2.989  0.146
37 C 2.733 1.471 3.820  -0.430
38 C 3.526 2.512 3.360  -0.560
39 C 4.036 2.497 2.070  -0.632
40 C 3.766 1.426 1.231  -0.478
41 C 2.977 0.385 1.703  0.357
42 I 2.743 -1.256 0.434  0.194
43 H 2.346 1.480 4.830  0.445
44 H 3.749 3.338 4.022  0.404
45 H 4.652 3.311 1.714  0.418
46 H 4.165 1.403 0.226  0.473

[2]
Computed, not measured: C13H23ClNO4PPb as an isolated structure at a distorted geometry, with ωB97M-V/def2-TZVPD.

Results
- Molecular weight: 530.96 g mol⁻¹
- Kohn-Sham gap: 0.2435 hartree
- HOMO level: -6.768 eV
- Spin multiplicity: 1
- Energy relative to the best compared isomer or geometry (same formula, charge and spin): 0.00 kcal per mole

Each line ends with the Mulliken charge.
Atoms and positions in Å:
1 C 0.277 -1.811 -2.933  -0.730
2 C -0.947 -1.193 -2.696  -0.475
3 C -1.017 -0.028 -1.891  0.721
4 C 0.153 0.524 -1.431  0.094
5 C 1.361 -0.129 -1.565  -0.084
6 C 1.438 -1.288 -2.369  -0.704
7 C -2.374 0.532 -1.567  -0.747
8 C -3.248 -0.514 -0.828  -1.266
9 N -2.675 -1.048 0.375  0.386
10 Pb 0.130 2.997 -0.537  1.102
11 C 2.579 0.346 -0.796  -1.041
12 P 2.412 -0.051 0.978  1.184
13 H -1.867 -1.588 -3.134  0.415
14 H 2.411 -1.762 -2.527  0.300
15 H 0.325 -2.715 -3.543  0.389
16 H 2.718 1.439 -0.868  0.361
17 H 3.491 -0.158 -1.152  0.489
18 H -2.296 1.428 -0.942  -0.019
19 H -2.907 0.789 -2.494  0.469
20 H -4.194 -0.035 -0.529  0.548
21 C 3.895 0.419 1.858  -1.156
22 C 2.059 -1.801 1.176  -1.199
23 H -3.454 -1.352 -1.511  0.440
24 C -1.971 -2.289 0.402  -0.617
25 C -2.900 -0.392 1.629  -1.073
26 H 1.298 0.660 1.500  0.013
27 H -2.479 -3.005 1.075  0.401
28 H -1.906 -2.718 -0.607  0.315
29 H -0.949 -2.150 0.798  -0.183
30 H -3.748 -0.851 2.171  0.296
31 H -2.007 -0.480 2.264  0.281
32 H -3.108 0.671 1.451  0.305
33 H 2.994 -2.374 1.231  0.398
34 H 1.499 -1.928 2.113  0.417
35 H 1.449 -2.184 0.349  0.314
36 H 4.689 -0.321 1.688  0.381
37 H 4.230 1.411 1.526  0.382
38 H 3.660 0.464 2.930  0.412
39 H -0.045 1.121 1.246  -0.048
40 O -0.769 4.778 0.845  -0.631
41 Cl 0.308 4.792 1.942  1.090
42 O 1.413 3.888 1.342  -0.649
43 O 0.824 6.159 2.067  -0.554
44 O -0.752 1.747 0.961  -0.728

[3]
Computed, not measured: a 2-piece molecular cluster, C13H23N2 overall at a distorted geometry, with ωB97M-V/def2-TZVPD.

Results
- Molecular weight: 207.34 g mol⁻¹
- Kohn-Sham gap: 0.1608 hartree
- HOMO level: -10.312 eV
- Spin multiplicity: 1
- Charge: +1
- Energy relative to the best compared isomer or geometry (same formula, charge and spin): 64.96 kcal per mole

Each line ends with the Mulliken charge.
Atoms and positions in Å:
1 C -1.913 0.282 -1.349  -0.935
2 C -0.824 0.938 -0.601  -0.247
3 C 0.543 0.734 -0.913  0.894
4 C 1.502 1.817 -1.027  0.858
5 C 1.087 3.261 -1.075  -1.613
6 C 2.857 1.535 -1.134  -0.917
7 C 3.335 0.221 -1.180  0.582
8 C 4.804 -0.047 -1.242  -1.496
9 C 2.412 -0.823 -1.205  -0.991
10 C 1.043 -0.597 -1.114  1.064
11 C 0.145 -1.790 -1.136  -1.447
12 H -2.796 0.915 -1.506  0.348
13 H -1.543 -0.032 -2.336  0.390
14 H -2.281 -0.625 -0.842  0.198
15 H -1.106 1.799 0.018  0.554
16 H 1.993 3.882 -1.117  0.370
17 H 0.496 3.476 -1.975  0.359
18 H 0.490 3.579 -0.213  0.358
19 H 3.580 2.356 -1.171  0.385
20 H 4.996 -1.122 -1.248  0.351
21 H 5.270 0.399 -2.129  0.360
22 H 5.308 0.389 -0.373  0.370
23 H 2.767 -1.855 -1.278  0.288
24 H 0.751 -2.697 -1.235  0.415
25 H -0.451 -1.896 -0.219  0.182
26 H -0.540 -1.771 -1.991  0.336
27 C -2.325 0.292 3.103  -0.859
28 N -1.867 -0.505 1.975  -0.094
29 N -2.818 -1.450 1.527  -0.261
30 C -3.291 -2.387 2.541  -0.772
31 H -1.461 0.575 3.713  0.309
32 H -2.819 1.210 2.758  0.263
33 H -3.021 -0.290 3.707  0.339
34 H -1.560 0.069 1.190  0.041
35 H -2.431 -1.938 0.719  0.129
36 H -4.233 -2.793 2.165  0.326
37 H -2.613 -3.243 2.714  0.265
38 H -3.487 -1.866 3.479  0.297

[4]
Computed, not measured: C13H23N2O2PZr as an isolated structure at a distorted geometry, with ωB97M-V/def2-TZVPD.

Results
- Molecular weight: 361.54 g mol⁻¹
- Kohn-Sham gap: 0.1207 hartree
- HOMO level: -12.563 eV
- Spin multiplicity: 1
- Charge: +2

Each line ends with the Mulliken charge.
Atoms and positions in Å:
1 C -2.504 0.168 -2.493  -0.784
2 C -2.169 -0.989 -1.791  -0.340
3 C -1.496 -0.931 -0.554  -0.209
4 C -1.082 0.336 -0.108  0.127
5 C -1.339 1.502 -0.868  1.274
6 C -2.092 1.423 -2.042  -0.887
7 C -1.269 -2.226 0.191  -0.428
8 C -0.249 -3.171 -0.500  -1.257
9 N 1.089 -2.670 -0.636  0.222
10 Zr -1.187 0.916 2.013  1.305
11 C -0.756 2.840 -0.437  -1.388
12 P 0.639 2.438 0.750  0.629
13 H -2.446 -1.970 -2.188  0.478
14 H -2.289 2.350 -2.589  0.481
15 H -3.115 0.107 -3.395  0.430
16 H -1.493 3.513 0.043  0.434
17 H -0.249 3.378 -1.253  0.499
18 H -1.002 -2.065 1.244  -0.109
19 H -2.232 -2.767 0.204  0.490
20 H -0.158 -4.094 0.097  0.563
21 C 1.297 4.037 1.247  -1.104
22 C 1.805 1.925 -0.538  -1.154
23 H -0.626 -3.410 -1.510  0.463
24 C 1.440 -1.834 -1.732  -0.654
25 C 2.041 -2.914 0.401  -0.887
26 H 0.216 2.041 3.074  -0.016
27 H 1.951 -2.404 -2.529  0.312
28 H 0.527 -1.367 -2.133  0.213
29 H 2.126 -1.055 -1.379  0.109
30 H 2.696 -3.779 0.166  0.295
31 H 2.681 -2.023 0.528  0.269
32 H 1.490 -3.127 1.335  0.276
33 H 2.002 2.794 -1.179  0.426
34 H 2.735 1.568 -0.086  0.469
35 H 1.385 1.122 -1.152  0.171
36 H 1.299 4.717 0.386  0.405
37 H 0.696 4.456 2.063  0.421
38 H 2.318 3.894 1.616  0.411
39 H 0.006 1.482 3.527  0.141
40 O -0.877 -2.347 4.600  0.073
41 N -0.918 -1.204 4.700  0.555
42 O -0.891 -0.659 2.905  -0.724

[5]
Computed, not measured: C13H23N2O6PS2Sr as an isolated structure at a distorted geometry, with ωB97M-V/def2-TZVPD.

Results
- Molecular weight: 486.06 g mol⁻¹
- Kohn-Sham gap: 0.0498 hartree
- HOMO level: -11.415 eV
- Spin multiplicity: 1
- Charge: +2
- Energy relative to the best compared isomer or geometry (same formula, charge and spin): 0.00 kcal per mole

Each line ends with the Mulliken charge.
Atoms and positions in Å:
1 O -1.301 5.546 0.247  -0.527
2 C -1.649 4.389 0.136  0.093
3 N -2.588 3.668 0.969  -0.416
4 C -1.820 2.408 1.099  -0.497
5 O -2.395 1.420 1.871  -0.456
6 C -1.202 1.987 -0.264  0.668
7 C -1.906 0.994 -1.178  -0.864
8 C -2.382 -0.297 -0.513  -1.445
9 C -1.286 -1.058 0.214  -0.494
10 S -0.277 -2.039 -0.923  -0.135
11 C -0.153 -3.623 -0.078  0.000
12 S -1.514 -4.403 0.301  -0.153
13 N 1.144 -4.065 0.183  0.123
14 C 1.564 -3.824 1.581  -0.552
15 C 1.776 -5.085 2.416  -0.508
16 O 2.433 -6.155 1.752  -0.389
17 C 2.682 -5.899 0.387  -0.579
18 C 1.412 -5.433 -0.272  -0.629
19 C -1.230 3.389 -0.928  -0.396
20 C -0.088 3.770 -1.874  -1.146
21 P 1.338 4.311 -0.944  0.934
22 O 1.739 3.498 0.182  -0.565
23 O 2.648 4.314 -2.105  -0.709
24 O 1.300 5.857 -0.556  -0.506
25 H -3.360 3.502 0.316  0.341
26 H -0.929 2.749 1.646  0.479
27 H -2.399 1.710 2.784  0.381
28 H -0.163 1.771 -0.050  0.513
29 H -2.747 1.442 -1.699  0.402
30 H -1.182 0.700 -1.940  0.303
31 H -2.757 -0.939 -1.305  0.505
32 H -3.228 -0.094 0.133  0.474
33 H -0.673 -0.395 0.812  0.246
34 H -1.758 -1.751 0.903  0.508
35 H 0.768 -3.273 2.073  0.299
36 H 2.443 -3.189 1.626  0.310
37 H 0.855 -5.452 2.855  0.307
38 H 2.410 -4.788 3.251  0.324
39 H 2.978 -6.842 -0.056  0.407
40 H 3.510 -5.200 0.255  0.275
41 H 0.623 -6.134 -0.010  0.440
42 H 1.560 -5.442 -1.348  0.419
43 H -2.100 3.414 -1.583  0.633
44 H -0.434 4.544 -2.556  0.481
45 H 0.225 2.927 -2.485  0.492
46 H 3.403 4.699 -1.664  0.234
47 H 0.633 6.352 -1.056  0.392
48 Sr 4.078 6.018 -2.601  1.986

[6]
Computed, not measured: C13H23N3O2SSi2 as an isolated structure, with ωB97M-V/def2-TZVPD.

Results
- Molecular weight: 341.58 g mol⁻¹
- Kohn-Sham gap: 0.3568 hartree
- HOMO level: -9.220 eV
- Spin multiplicity: 1

Each line ends with the Mulliken charge.
Atoms and positions in Å:
1 C -0.046 2.278 3.132  -0.928
2 C -1.298 2.361 2.269  -0.524
3 O -1.274 1.364 1.253  -0.068
4 C -2.166 0.274 1.410  -0.808
5 Si -1.362 -1.159 0.520  -0.009
6 N -2.210 -2.658 0.923  -0.370
7 C -3.412 -2.733 0.889  0.449
8 S -4.973 -2.885 0.887  -0.376
9 O 0.167 -1.285 1.081  -0.061
10 Si 1.264 -2.509 0.803  0.411
11 C 2.930 -1.802 0.316  -0.927
12 C 3.070 -0.263 0.361  -0.527
13 C 2.702 0.458 -0.953  -0.839
14 C 1.492 1.386 -0.844  0.314
15 N 1.910 2.701 -0.344  -0.668
16 C -1.468 -0.933 -1.330  0.706
17 C -0.981 -1.851 -2.259  -0.062
18 C -1.092 -1.589 -3.623  -0.498
19 N -1.658 -0.487 -4.105  -0.611
20 C -2.130 0.389 -3.225  -0.414
21 C -2.063 0.224 -1.844  -0.225
22 H -0.201 2.776 4.091  0.359
23 H 0.804 2.750 2.634  0.264
24 H 0.208 1.234 3.320  0.193
25 H -1.357 3.329 1.764  0.332
26 H -2.203 2.250 2.875  0.408
27 H -2.334 0.020 2.464  0.599
28 H -3.154 0.513 0.984  0.394
29 H 1.382 -3.298 2.048  -0.242
30 H 0.699 -3.415 -0.225  -0.221
31 H 3.655 -2.248 1.005  0.367
32 H 3.192 -2.162 -0.683  0.432
33 H 4.109 -0.040 0.619  0.393
34 H 2.466 0.162 1.168  0.250
35 H 3.558 1.060 -1.276  0.373
36 H 2.519 -0.275 -1.747  0.447
37 H 0.795 0.985 -0.109  -0.324
38 H 0.964 1.435 -1.804  0.230
39 H 2.630 3.081 -0.947  0.229
40 H 1.137 3.355 -0.371  0.223
41 H -0.514 -2.780 -1.946  0.301
42 H -0.713 -2.299 -4.350  0.378
43 H -2.592 1.283 -3.637  0.355
44 H -2.451 1.002 -1.197  0.291

[7]
Computed, not measured: one molecule with the formula C13H23N3OS at a distorted geometry, with ωB97M-V/def2-TZVPD.

Results
- Molecular weight: 269.41 g mol⁻¹
- Kohn-Sham gap: 0.3312 hartree
- HOMO level: -8.430 eV
- SMILES: CCCCCCCCc1nc(SCC(C)=O)n[nH]1
- Spin multiplicity: 1
- Energy relative to the best compared isomer or geometry (same formula, charge and spin): 348.12 kcal per mole

Each line ends with the Mulliken charge.
Atoms and positions in Å:
1 C -4.311 -1.714 2.024  -1.302
2 C -3.250 -1.067 0.861  -0.742
3 C -4.067 -0.238 -0.097  -0.137
4 C -3.198 0.133 -1.354  -1.104
5 C -2.633 1.583 -0.880  -0.637
6 C -1.699 1.538 0.416  -0.867
7 C -0.741 2.930 0.157  -0.658
8 C 0.527 2.729 -0.672  -1.172
9 C 1.398 1.992 -0.107  0.427
10 N 1.227 0.580 -0.228  -0.250
11 C 2.457 -0.136 0.412  0.160
12 S 2.766 -1.804 0.838  -0.146
13 C 1.044 -2.312 0.401  -1.311
14 C 0.755 -1.838 -1.165  1.120
15 C 1.689 -1.985 -2.229  -1.707
16 O -0.540 -1.710 -1.237  -0.633
17 N 3.261 1.096 0.957  -0.916
18 N 2.596 2.106 0.373  0.302
19 H -3.688 -2.402 2.608  0.379
20 H -4.907 -0.779 2.627  0.251
21 H -5.097 -2.336 1.627  0.346
22 H -2.980 -1.960 0.579  0.392
23 H -2.606 -0.598 1.403  0.549
24 H -4.493 0.840 0.526  0.162
25 H -4.939 -0.739 -0.679  0.261
26 H -3.843 0.279 -2.133  0.492
27 H -2.471 -0.486 -1.395  0.405
28 H -2.069 1.940 -1.961  0.222
29 H -3.326 2.458 -0.737  0.360
30 H -0.941 0.741 0.256  -0.243
31 H -2.167 1.725 1.129  1.415
32 H -1.354 3.810 -0.113  0.412
33 H -0.434 3.046 1.406  0.221
34 H 0.997 3.556 -0.780  0.507
35 H 0.182 2.595 -1.671  0.434
36 H 1.144 -3.173 0.189  0.897
37 H 0.426 -1.850 1.014  0.375
38 H 1.179 -1.991 -2.972  0.715
39 H 2.427 -2.675 -1.881  0.362
40 H 2.223 -0.992 -1.927  0.353
41 H 2.938 2.996 0.805  0.305

[8]
Computed, not measured: C13H23N4O2P2Pd as an isolated structure at a distorted geometry, with ωB97M-V/def2-TZVPD.

Results
- Molecular weight: 435.72 g mol⁻¹
- Kohn-Sham gap (alpha / beta): 0.2493 / 0.1900 hartree
- HOMO level (alpha / beta): -9.415 / -11.372 eV
- Spin multiplicity: 3
- Charge: +1
- Energy relative to the best compared isomer or geometry (same formula, charge and spin): 0.00 kcal per mole

Each line ends with the Mulliken charge.
Atoms and positions in Å:
1 Pd -0.016 0.073 0.589  0.091
2 P 1.980 -0.902 0.705  0.926
3 C 2.362 -1.230 -1.044  -0.991
4 C 1.081 -1.631 -1.755  0.329
5 N -0.080 -1.187 -1.236  0.184
6 C -1.263 -1.488 -1.797  0.342
7 C -1.326 -2.317 -2.911  -0.800
8 C -0.148 -2.807 -3.463  -0.450
9 C 1.069 -2.435 -2.888  -0.770
10 C -2.521 -0.857 -1.217  -1.096
11 P -2.051 0.574 -0.180  0.924
12 H 2.038 -2.759 -3.270  0.477
13 H -2.314 -2.514 -3.326  0.477
14 H -0.171 -3.465 -4.328  0.424
15 H -3.215 -0.510 -1.995  0.531
16 H -3.076 -1.568 -0.582  0.420
17 H 2.763 -0.292 -1.466  0.437
18 H 3.127 -2.012 -1.097  0.558
19 H 0.840 3.537 -1.289  0.363
20 O 1.437 2.840 -1.674  -0.565
21 H 2.125 3.314 -2.173  0.282
22 H -0.293 4.323 0.587  0.310
23 O -0.380 4.380 -0.382  -0.694
24 H -1.005 5.102 -0.546  0.308
25 C -2.043 2.011 -1.265  -1.041
26 H -3.003 2.093 -1.780  0.418
27 H -1.839 2.914 -0.681  0.183
28 H -1.229 1.922 -1.995  0.345
29 C -3.274 0.735 1.130  -1.214
30 H -3.015 1.615 1.737  0.351
31 H -4.276 0.858 0.697  0.410
32 H -3.254 -0.161 1.772  0.344
33 C 1.815 -2.501 1.530  -1.212
34 H 2.749 -3.061 1.437  0.397
35 H 1.594 -2.342 2.592  0.339
36 H 1.000 -3.079 1.083  0.323
37 C 3.305 0.090 1.390  -1.152
38 H 3.038 0.385 2.414  0.351
39 H 4.237 -0.491 1.401  0.403
40 H 3.444 0.999 0.778  0.321
41 N 0.061 0.288 2.608  -0.622
42 C -0.053 0.162 3.769  0.450
43 N -0.252 -0.191 4.979  -0.498
44 C -0.052 0.528 6.051  0.496
45 N 0.084 1.061 7.090  -0.409

Q: spin multiplicity of number 8 (C13H23N4O2P2Pd)?
A: 3